## one
Entry from the Open Molecules 2025 dataset: C3H5FOS in the gas phase (ωB97M-V/def2-TZVPD).

XYZ file:
```
11
C3H5FOS, DFT ωB97M-V/def2-TZVPD
C 0.997 -0.731 0.489
C -0.276 -0.028 0.931
C 0.942 0.756 0.503
H 0.134 -1.330 -1.116
H 1.574 -1.238 1.244
H -0.510 -0.040 2.010
H -1.472 1.052 -0.816
H 1.443 1.378 1.259
O 1.040 -1.386 -0.720
F 0.868 1.403 -0.703
S -1.705 -0.084 -0.127
```

Summary:
- Frontier orbital gap: 10.19 eV
- Spin multiplicity: 1

---

## two
Entry from the Open Molecules 2025 dataset: C3H5FOS in the gas phase (ωB97M-V/def2-TZVPD).

XYZ file:
```
11
C3H5FOS, DFT ωB97M-V/def2-TZVPD
C -1.869 0.310 0.833
C -0.964 0.025 -0.355
C 0.450 0.420 -0.179
H -1.531 -0.326 1.701
H -2.947 0.107 0.707
H -1.708 1.370 1.156
H -1.372 0.607 -1.310
H -0.177 2.164 -0.614
O 0.649 1.717 -0.337
F -1.103 -1.363 -0.621
S 1.672 -0.620 0.303
```

Summary:
- Frontier orbital gap: 8.92 eV
- Spin multiplicity: 1

---

Which is less stable than every other structure shown? one is.